[1]
91
Properties=species:S:1:pos:R:3:lowdin_charge:R:1 method="wB97M-V/def2-TZVPD" lumo_energy_ev=-4.57 total_charge=+1 de_lowest_kcal_mol=80.4 fmax_ev_per_a=2.63 gap_ev=4.88 homo_energy_ev=-9.45
C 3.959 -1.604 1.433 -0.07
H 1.801 -6.704 -5.222 0.14
H -7.759 -0.955 0.501 0.13
H -5.674 -0.490 2.713 0.14
C -7.134 1.651 0.573 -0.17
H 2.552 -1.061 -1.352 0.12
C -1.144 -0.362 0.067 -0.26
C -3.110 -1.085 1.285 0.00
C -0.129 -3.720 -2.372 0.02
C 1.209 4.226 2.785 -0.15
O 1.730 -5.357 -6.831 -0.13
H 2.169 4.302 3.329 0.14
H 0.050 -0.912 5.398 0.10
H -8.040 -0.989 2.300 0.13
H 2.106 6.978 2.180 0.11
H 2.826 -3.733 -7.282 0.14
H 0.867 0.282 -0.442 0.09
C 0.553 5.594 2.698 -0.18
H -5.254 1.756 -0.463 0.10
H -5.727 -1.820 1.524 0.13
C 2.151 0.912 3.469 -0.03
H -5.146 2.078 1.278 0.14
H 0.566 3.564 3.375 0.11
H 2.824 -2.836 -4.848 0.12
N -5.236 0.034 0.697 -0.09
H 0.545 7.369 1.496 0.11
C 2.977 -0.686 1.095 -0.10
H 3.681 -2.632 1.669 0.11
H -1.072 -1.753 1.691 0.13
C -0.154 1.268 2.805 -0.06
H -1.411 -2.759 -0.941 0.13
C 0.375 -0.215 4.629 -0.07
H -0.108 -5.728 -4.026 0.12
C 1.675 2.269 1.414 -0.18
C 1.220 6.538 1.710 -0.20
H -1.412 1.022 -1.558 0.13
C -5.624 1.432 0.513 -0.13
H -7.337 2.692 0.873 0.13
N 1.371 -4.261 -4.261 -0.06
H 1.919 -0.951 1.125 0.10
C -1.739 -1.132 1.090 -0.04
H 3.181 -2.994 -2.806 0.13
C 2.625 -4.335 -6.382 -0.17
H -3.922 0.827 -1.447 0.12
H -7.571 1.443 -0.427 0.13
C 1.214 1.449 2.581 -0.20
C 2.265 4.495 0.575 -0.15
C 2.151 -2.845 -2.489 0.01
H -0.499 5.449 2.436 0.12
C 1.118 -3.643 -3.039 -0.16
C 0.364 -5.144 -4.817 -0.14
H 6.061 -1.882 1.807 0.10
H 3.562 -4.786 -6.007 0.13
C -0.574 0.421 3.823 -0.08
C 1.076 -6.082 -5.788 -0.17
H 3.203 1.157 3.320 0.13
H 2.485 -0.412 5.115 0.11
H 0.773 5.785 -0.271 0.11
H 0.347 -6.719 -6.316 0.14
H 2.371 6.504 -0.115 0.11
C 5.636 0.118 1.107 -0.08
H -1.639 0.242 3.965 0.11
C 5.291 -1.185 1.487 -0.08
H -0.401 -4.551 -5.353 0.15
C 4.666 0.994 0.644 -0.03
C -3.296 0.376 -0.676 -0.01
H 2.413 3.994 -0.388 0.11
C 2.297 1.624 0.357 -0.08
H 6.671 0.452 1.169 0.11
C -7.457 -0.535 1.483 -0.18
H -0.861 1.762 2.139 0.13
C 1.831 -1.835 -1.622 0.02
C 2.037 -3.446 -5.296 -0.11
H 0.571 6.018 3.705 0.12
N 1.459 3.631 1.457 -0.05
C 0.525 -1.744 -1.076 -0.18
C 0.211 -0.579 -0.347 0.08
C 1.737 0.055 4.476 -0.06
H -0.883 -4.460 -2.647 0.12
O -7.776 0.856 1.573 -0.14
C 1.636 5.875 0.397 -0.18
H -3.569 -1.668 2.085 0.11
C 3.310 0.613 0.670 -0.26
C -5.960 -0.760 1.679 -0.15
H 4.903 2.005 0.299 0.12
C -1.927 0.449 -0.780 0.00
H 2.187 1.966 -0.681 0.11
H 1.289 -2.769 -5.756 0.15
C -3.892 -0.251 0.449 -0.20
H 3.272 4.619 1.021 0.14
C -0.425 -2.774 -1.406 0.05

[2]
45
Properties=species:S:1:pos:R:3:nbo_charge:R:1 method="wB97M-V/def2-TZVPD" smiles="N#CC1=C(C#N)C(=O)C(Cl)=C(Cl)C1=O.C1=C(N2CCCCC2)CCCC1" lumo_energy_ev=-3.19 total_charge=0 de_lowest_kcal_mol=125.8 fmax_ev_per_a=3.47 gap_ev=3.83 homo_energy_ev=-7.02
H -3.438 1.610 -3.676 0.22
C -2.424 1.208 -3.588 -0.40
C 0.235 -0.955 0.019 -0.40
H -1.616 3.077 -2.868 0.20
H -0.559 -3.705 1.725 0.21
N -0.432 3.092 3.173 -0.20
C 0.494 -2.375 0.368 -0.44
H -2.273 0.528 -4.436 0.20
C 2.945 2.220 3.314 0.48
C -2.212 -1.441 -0.328 -0.44
C -0.005 1.743 -3.429 -0.40
H 0.251 1.116 -4.292 0.20
H 1.101 -0.297 -0.073 0.19
H -3.048 -0.761 -0.086 0.22
C 1.534 0.251 2.594 -0.10
C -0.744 -3.218 0.758 -0.40
H 0.938 0.149 -2.359 0.20
H 0.989 -2.908 -0.467 0.19
C 0.262 -0.326 2.813 0.26
C -2.361 0.401 -2.296 -0.20
H -2.538 -2.037 -1.201 0.20
C 0.516 2.414 3.064 0.24
H -2.065 -1.853 1.782 0.23
Cl 5.562 1.983 3.990 0.12
N -0.806 -0.739 3.054 -0.24
C 4.019 -0.007 3.050 -0.12
H 0.740 2.543 -3.386 0.22
C 4.120 1.308 3.399 -0.12
O 2.659 -1.821 2.370 -0.44
H 0.528 1.523 -1.346 0.18
C -2.043 -2.416 0.838 -0.41
C 2.728 -0.618 2.646 0.48
C 1.665 1.584 2.947 -0.12
H -0.866 -4.015 0.011 0.19
H 1.219 -2.394 1.192 0.23
H -1.444 2.819 -4.609 0.21
C -1.397 2.325 -3.635 -0.40
O 3.003 3.413 3.606 -0.43
C -0.947 -0.665 -0.654 0.28
Cl 5.355 -1.060 3.108 0.12
H -3.013 0.891 -1.551 0.18
C 0.144 0.888 -2.163 -0.20
H -2.897 -3.104 0.855 0.20
N -1.046 0.192 -1.710 -0.41
H -2.832 -0.568 -2.523 0.20

[3]
9
Properties=species:S:1:pos:R:3:nbo_charge:R:1 method="wB97M-V/def2-TZVPD" lumo_energy_ev="-1.53 / -3.62" total_charge=0 de_lowest_kcal_mol=19.8 fmax_ev_per_a=4.50 gap_ev="6.08 / 7.26" homo_energy_ev="-7.61 / -10.88" spin_multiplicity=3
O 1.869 -1.382 -0.979 -0.31
N 1.333 -0.842 -0.040 0.10
O 0.384 -1.240 0.595 -0.40
H 0.332 1.787 -0.910 0.43
N -2.339 -0.419 0.431 -0.73
P 2.027 0.887 0.372 1.26
N 1.154 1.903 -0.338 -1.07
C -2.971 0.533 0.240 0.26
H -1.788 -1.226 0.629 0.46